Below is a cluster of 12 separate species, C43H93N7O19 in total in a non-equilibrium geometry, with properties calculated with ωB97M-V/def2-TZVPD.

Element x y z (Å)
O: 2.107 -7.720 1.039
C: 1.749 -8.462 1.915
C: 0.310 -8.780 2.159
C: -0.053 -9.802 3.005
O: -1.334 -10.158 3.099
C: 0.938 -10.589 3.893
O: 0.463 -11.381 4.685
C: 2.386 -10.313 3.603
C: 2.729 -9.327 2.748
O: 4.004 -9.113 2.390
H: -0.463 -8.427 1.492
H: -1.339 -11.103 3.269
H: 3.221 -10.935 3.889
H: 3.977 -8.803 1.482
C: 8.522 -8.565 1.865
N: 7.748 -9.772 2.007
C: 7.557 -10.671 0.814
C: 7.306 -10.185 3.193
O: 6.772 -11.243 3.489
H: 8.270 -7.966 0.989
H: 9.556 -8.772 1.592
H: 8.374 -7.898 2.714
H: 8.477 -10.661 0.229
H: 7.241 -11.678 1.083
H: 6.835 -10.185 0.158
H: 7.428 -9.390 3.944
C: 0.030 -17.689 -3.357
N: -0.276 -16.936 -2.186
C: 1.006 -16.930 -1.310
C: -1.433 -16.263 -1.795
O: -1.529 -15.494 -0.872
H: -0.861 -17.763 -3.980
H: 0.381 -18.711 -3.214
H: 0.803 -17.181 -3.935
H: 1.416 -17.908 -1.056
H: 1.806 -16.283 -1.668
H: 0.789 -16.551 -0.311
H: -2.274 -16.468 -2.476
C: 3.303 -12.352 -5.518
N: 2.087 -12.494 -4.686
C: 2.233 -12.976 -3.361
C: 1.095 -11.780 -5.139
O: 0.125 -11.562 -4.432
H: 3.111 -12.140 -6.570
H: 3.747 -13.326 -5.312
H: 4.134 -11.741 -5.164
H: 2.557 -14.017 -3.329
H: 3.002 -12.337 -2.925
H: 1.427 -12.863 -2.635
H: 1.041 -11.347 -6.150
C: 3.945 -14.358 -0.267
N: 4.722 -13.860 0.865
C: 5.591 -14.846 1.498
C: 4.363 -12.730 1.477
O: 3.538 -11.942 1.095
H: 4.586 -14.750 -1.057
H: 3.236 -13.789 -0.868
H: 3.316 -15.201 0.021
H: 6.270 -15.331 0.796
H: 6.202 -14.371 2.265
H: 4.900 -15.531 1.987
H: 5.005 -12.586 2.361
C: -1.508 -11.840 -1.408
N: -0.893 -12.037 -0.158
C: 0.520 -11.605 -0.097
C: -1.534 -12.569 0.880
O: -1.043 -12.752 2.009
H: -1.429 -10.803 -1.735
H: -2.572 -12.074 -1.459
H: -1.000 -12.359 -2.221
H: 0.702 -10.725 -0.714
H: 0.903 -11.569 0.923
H: 1.132 -12.452 -0.409
H: -2.619 -12.660 0.717
C: 9.023 -16.697 2.134
N: 10.216 -17.606 2.253
C: 10.770 -18.002 3.597
C: 10.766 -18.035 1.167
O: 11.705 -18.838 1.015
H: 9.031 -16.067 1.245
H: 8.793 -16.153 3.051
H: 8.132 -17.248 1.833
H: 10.705 -17.114 4.226
H: 10.195 -18.813 4.043
H: 11.801 -18.300 3.410
H: 10.186 -17.712 0.288
C: 5.040 -21.262 0.126
N: 5.429 -19.856 0.107
C: 6.840 -19.609 0.408
C: 4.513 -18.912 -0.041
O: 4.743 -17.719 0.074
H: 5.442 -21.823 0.970
H: 5.399 -21.779 -0.764
H: 3.975 -21.268 0.355
H: 7.098 -18.621 0.028
H: 7.111 -19.776 1.450
H: 7.448 -20.201 -0.276
H: 3.508 -19.298 -0.272
C: 6.093 -16.556 -3.861
O: 6.178 -15.294 -3.171
C: 7.497 -15.084 -2.758
C: 7.991 -15.821 -1.438
O: 9.318 -16.295 -1.566
C: 10.366 -15.392 -1.508
H: 5.928 -17.380 -3.167
H: 6.901 -16.717 -4.575
H: 5.233 -16.648 -4.525
H: 7.649 -14.043 -2.472
H: 8.346 -15.198 -3.432
H: 7.371 -16.646 -1.087
H: 7.863 -15.138 -0.598
H: 11.315 -15.912 -1.635
H: 10.387 -14.929 -0.522
H: 10.414 -14.551 -2.199
C: 9.794 -12.969 2.846
O: 10.038 -12.120 1.745
C: 11.328 -11.826 1.202
C: 11.188 -10.895 0.050
O: 10.414 -11.441 -1.000
C: 10.532 -10.620 -2.146
H: 10.096 -12.499 3.782
H: 10.397 -13.864 2.696
H: 8.757 -13.302 2.794
H: 11.745 -12.783 0.887
H: 11.966 -11.437 1.996
H: 12.111 -10.441 -0.309
H: 10.700 -9.982 0.391
H: 10.359 -9.551 -2.018
H: 9.921 -11.097 -2.912
H: 11.561 -10.546 -2.497
C: 5.882 -17.492 7.717
O: 6.399 -17.664 6.401
C: 5.470 -17.941 5.385
C: 4.404 -16.802 5.114
O: 3.124 -17.326 4.838
C: 2.620 -17.827 3.590
H: 5.421 -16.537 7.969
H: 6.745 -17.605 8.374
H: 5.079 -18.174 7.995
H: 4.876 -18.802 5.688
H: 6.066 -18.347 4.567
H: 4.655 -16.183 4.253
H: 4.465 -16.193 6.016
H: 3.303 -18.672 3.499
H: 2.696 -17.081 2.800
H: 1.588 -18.119 3.787
C: 4.565 -10.360 -1.356
O: 5.392 -10.222 -2.502
C: 4.806 -9.280 -3.357
C: 5.786 -9.025 -4.568
O: 7.002 -8.242 -4.304
C: 7.830 -8.658 -3.291
H: 5.097 -11.117 -0.780
H: 3.614 -10.854 -1.556
H: 4.416 -9.500 -0.704
H: 4.619 -8.358 -2.804
H: 3.836 -9.671 -3.662
H: 5.224 -8.630 -5.415
H: 6.078 -10.049 -4.799
H: 8.116 -9.709 -3.285
H: 7.441 -8.519 -2.282
H: 8.744 -8.065 -3.290

Values from the calculation:
LUMO level: -0.0167 Ha
Maximum force: 4.26 eV/Å
Electronic energy: -3506.6921 hartree

These are the Mulliken partial charges, in e, on atoms 1 to 8:
1 O -0.63
2 C 0.82
3 C -0.59
4 C 0.37
5 O -0.55
6 C 0.73
7 O -0.62
8 C -0.72